DFT (ωB97M-V/def2-TZVPD) results for a 2-piece molecular cluster, C4H8BrN overall.

Properties
Lowest unoccupied orbital energy (alpha / beta): -0.717 / 0.234 eV
HOMO-LUMO gap (alpha / beta): 0.292 / 0.308 hartree
Energy above the lowest of the compared OMol25 structures with the same formula, charge and spin: 65.8 kcal per mole
Total charge: 0

Geometry (Å):
C1 0.06399 -0.58862 -1.10438
C2 -0.58518 2.02982 -0.08909
C3 0.36445 -1.11747 1.37131
C4 0.79505 -0.50005 0.09929
N1 -1.05093 -1.22204 -1.12805
Br1 2.52242 0.24860 0.04670
H1 0.52980 -0.10971 -1.97650
H2 -1.51311 1.55426 0.14437
H3 -0.39609 2.31951 -1.10162
H4 0.01332 2.43544 0.69833
H5 1.15832 -1.74386 1.78256
H6 0.12303 -0.36217 2.12355
H7 -0.52316 -1.71556 1.17161
H8 -1.50191 -1.22814 -2.03808